Below is a 14-piece molecular cluster, C78H70F8N6 overall, with properties calculated with wB97M-V/def2-TZVPD.

Geometry as ORCA input:
```
! wB97M-V def2-TZVPD RIJCOSX def2/J DEFGRID3
* xyz 0 1
F 18.48876 14.20611 12.05289
C 17.19253 14.24831 12.45662
C 16.98271 14.65463 13.75784
C 15.66946 14.73471 14.15091
C 14.66316 14.36842 13.28687
C 14.93303 13.90561 12.01136
C 16.24909 13.80527 11.53509
H 17.75194 14.80308 14.46084
H 15.52491 14.91861 15.19020
H 13.64099 14.39122 13.62965
H 14.12211 13.53473 11.47118
H 16.48684 13.30989 10.58864
F 12.63772 16.69862 15.72102
C 13.31023 15.92162 16.66502
C 12.69275 14.80709 17.03072
C 13.19564 14.01847 18.10787
C 14.43855 14.37937 18.62028
C 15.11337 15.46891 18.10767
C 14.54234 16.29279 17.10095
H 11.70688 14.53890 16.58041
H 12.67297 13.13332 18.42843
H 14.77245 13.73577 19.41548
H 16.08086 15.75915 18.52609
H 14.97442 17.24597 16.83314
F 14.39406 15.93558 9.85743
C 14.66344 17.23351 10.03756
C 13.58446 18.07162 10.32596
C 13.87261 19.41909 10.42975
C 15.18130 19.92969 10.35889
C 16.20414 19.06590 10.11262
C 15.97387 17.68900 9.99600
H 12.56543 17.70793 10.55314
H 13.05487 20.07991 10.58654
H 15.30209 20.96055 10.54530
H 17.19722 19.55586 10.03702
H 16.79538 17.08897 9.65551
F 22.36867 20.29044 12.20254
C 21.26739 19.49721 12.12117
C 20.05174 20.03276 12.37828
C 18.83861 19.33260 12.33480
C 18.96352 17.96358 12.11865
C 20.23782 17.35923 12.03199
C 21.41882 18.17194 11.99999
H 20.06745 21.03649 12.76250
H 17.88415 19.78221 12.48541
H 18.04969 17.44185 12.11662
H 20.35059 16.34116 11.79380
H 22.41578 17.74170 11.87610
F 9.87322 20.12426 13.07469
C 10.06548 18.85181 12.63367
C 10.59306 17.93262 13.51518
C 10.90743 16.66229 13.04980
C 10.63786 16.29619 11.76897
C 9.98653 17.22035 10.91016
C 9.60188 18.49386 11.37979
H 10.80114 18.27143 14.53545
H 11.42801 15.96510 13.69319
H 10.88977 15.33290 11.38269
H 9.74492 16.84559 9.87908
H 9.13171 19.15935 10.68936
F 16.49128 8.50844 17.60701
C 16.92360 9.79006 17.39989
C 16.31497 10.77303 18.13578
C 16.78352 12.10600 18.07470
C 17.80740 12.34466 17.19653
C 18.40812 11.34109 16.43925
C 17.99514 10.00937 16.58537
H 15.41947 10.53102 18.71124
H 16.33905 12.90499 18.61406
H 18.12906 13.39573 17.19634
H 19.19904 11.54336 15.66623
H 18.35059 9.17940 16.02058
F 14.67948 10.67979 9.06485
C 14.53998 9.36085 9.08546
C 14.51158 8.51319 7.94478
C 14.17168 7.13504 8.01516
C 13.87619 6.66111 9.28665
C 13.83322 7.50939 10.45763
C 14.19172 8.87090 10.31814
H 14.74116 9.05218 7.09266
H 14.08788 6.52338 7.08269
H 13.71864 5.64439 9.49078
H 13.69449 7.12553 11.48601
H 14.06896 9.57500 11.17056
F 25.42799 16.24723 9.79400
C 24.53620 15.75516 8.88804
C 24.90984 14.84921 7.95136
C 24.00118 14.50079 6.85011
C 22.77017 15.14347 6.75960
C 22.44193 16.01276 7.79650
C 23.29281 16.39140 8.78832
H 25.88318 14.37395 7.96396
H 24.42484 13.85628 6.09559
H 22.07285 14.86153 5.93172
H 21.47765 16.52884 7.84302
H 23.10600 17.18714 9.61817
N 16.72461 20.78772 15.27476
C 17.45659 19.69771 15.46552
C 17.14223 18.48146 14.87651
C 16.02417 18.41283 14.04670
C 15.31202 19.58352 13.72538
C 15.63893 20.73842 14.43135
H 18.37707 19.85695 16.11153
H 17.80517 17.60289 15.01154
H 15.77438 17.46509 13.56182
H 14.48178 19.53371 13.07523
H 15.05353 21.67001 14.24855
N 22.62865 14.28638 13.20027
C 23.75660 14.94563 13.19066
C 24.34850 15.36125 14.39398
C 23.75761 15.07211 15.55608
C 22.53832 14.36117 15.57083
C 22.03578 13.93514 14.35763
H 24.19252 14.92817 12.19881
H 25.29093 15.95798 14.30150
H 24.17547 15.38607 16.52794
H 22.09092 14.16083 16.52922
H 21.12658 13.33809 14.33380
N 19.90726 15.95649 16.06410
C 19.33469 16.00209 17.28081
C 19.61216 17.06903 18.13458
C 20.49137 18.03789 17.72679
C 21.04375 17.97745 16.43534
C 20.77329 16.86246 15.64840
H 18.76790 15.18084 17.59365
H 19.08249 17.21227 19.11196
H 20.62636 18.95250 18.30286
H 21.64417 18.82465 16.10393
H 21.04908 16.91332 14.59212
N 13.32712 9.50789 15.32743
C 13.30744 10.86194 15.55769
C 14.34521 11.63965 15.05262
C 15.38002 11.10584 14.36242
C 15.35924 9.68830 14.05867
C 14.28888 8.89294 14.62128
H 12.48390 11.18366 16.14847
H 14.39494 12.73845 15.08133
H 16.20999 11.68677 13.85562
H 16.25140 9.31396 13.56264
H 13.99802 7.85326 14.35233
N 19.81547 9.25290 13.91692
C 21.14487 9.31050 13.91778
C 21.82018 10.15612 13.04380
C 21.08848 11.10098 12.32166
C 19.71029 11.15543 12.42658
C 19.10898 10.14727 13.24045
H 21.67532 8.64542 14.56381
H 22.88464 10.02105 12.87264
H 21.61718 11.86359 11.80244
H 19.23241 11.99905 11.97856
H 18.04536 9.90633 13.24422
N 11.25139 12.70157 12.91285
C 9.96189 12.94810 12.65262
C 9.14605 12.07678 11.93080
C 9.65080 10.85169 11.49781
C 10.98849 10.60339 11.80984
C 11.73003 11.54953 12.44052
H 9.79597 13.99845 12.87554
H 8.13652 12.34767 11.81457
H 9.16926 10.13564 10.81981
H 11.52092 9.74349 11.45499
H 12.84459 11.42396 12.55638
*
```

The calculation puts the highest occupied orbital energy at -0.3359 Ha. As for the calculated total energy: -4141.53038 a.u. The value obtained for the frontier orbital gap is 9.71 eV.



Below is a 14-piece molecular cluster, C78H78F6O6 overall, with properties calculated with wB97M-V/def2-TZVPD.

Geometry as ORCA input:
```
! wB97M-V def2-TZVPD RIJCOSX def2/J DEFGRID3
* xyz 0 1
C 4.95401 -3.17905 0.44142
O 5.53262 -1.95042 0.09698
C 6.35519 -1.27613 1.01769
O 6.63045 -1.68010 2.17107
O 6.88057 -0.12119 0.47028
C 7.84594 0.67145 1.17012
H 5.74124 -3.93100 0.49583
H 4.31780 -3.52148 -0.37471
H 4.46620 -3.11071 1.41377
H 7.39765 1.24403 1.98208
H 8.37496 1.31381 0.46612
H 8.56772 0.04037 1.68864
C 2.49868 5.45285 8.52779
O 3.58121 4.59000 8.13231
C 3.28302 3.49296 7.35343
O 2.16977 3.09465 7.02974
O 4.42679 2.81420 7.17623
C 4.44016 1.56396 6.35025
H 1.99046 6.08930 7.80341
H 2.90602 6.13013 9.27845
H 1.69430 4.83321 8.92417
H 3.84302 1.50986 5.43998
H 4.00000 0.73117 6.89873
H 5.50824 1.44967 6.16521
F 0.29526 6.55151 -3.74271
C -0.10809 6.06785 -2.55973
C 0.31240 4.82096 -2.09611
C 0.07813 4.48427 -0.77802
C -0.59951 5.40586 0.06938
C -1.01491 6.64836 -0.33109
C -0.71446 6.93214 -1.68800
H 0.92541 4.19982 -2.73235
H 0.51942 3.60249 -0.33741
H -0.59325 5.22311 1.13379
H -1.39055 7.42917 0.31361
H -0.85739 7.92704 -2.08318
F -3.23852 -4.72164 -5.09812
C -2.09878 -4.57482 -5.82753
C -0.93257 -4.16156 -5.18240
C 0.24692 -4.11370 -5.95481
C 0.20389 -4.40458 -7.29641
C -1.00551 -4.81521 -7.88775
C -2.17251 -4.89851 -7.16505
H -0.86208 -3.88370 -4.14114
H 1.16414 -3.67853 -5.58640
H 1.10405 -4.22210 -7.86459
H -1.16236 -5.17998 -8.89210
H -3.11815 -5.22952 -7.56830
F -5.19025 0.89806 -2.04555
C -5.11032 -0.33074 -2.60606
C -6.31275 -1.04092 -2.64187
C -6.43728 -2.27137 -3.32694
C -5.29286 -2.77562 -4.04131
C -4.05913 -2.11049 -3.88940
C -4.02293 -0.86496 -3.22990
H -7.22107 -0.71525 -2.15678
H -7.34783 -2.84985 -3.37839
H -5.29356 -3.74616 -4.51507
H -3.14786 -2.51691 -4.30271
H -3.12391 -0.26808 -3.18624
F 3.36150 3.00732 0.28681
C 3.74896 3.40787 1.52322
C 4.88133 2.85334 2.09424
C 5.15373 3.19338 3.40983
C 4.35608 4.10387 4.11653
C 3.25855 4.66114 3.46609
C 2.90427 4.27966 2.18515
H 5.39329 2.07401 1.54932
H 6.00331 2.77868 3.93197
H 4.61453 4.37723 5.12889
H 2.62933 5.34159 4.02058
H 1.97050 4.65194 1.79032
F -4.28052 -3.31499 1.08261
C -3.31201 -2.64400 1.73202
C -3.49671 -2.00457 2.91641
C -2.47538 -1.29479 3.51123
C -1.24298 -1.39981 2.95045
C -0.98137 -2.17600 1.79002
C -2.07678 -2.71514 1.14942
H -4.45970 -1.82558 3.37139
H -2.65543 -0.69720 4.39263
H -0.46025 -0.78118 3.36401
H -0.05777 -2.21324 1.23146
H -1.97031 -3.24938 0.21685
F -5.28262 4.41271 -0.51975
C -5.67159 3.40973 0.28088
C -4.68958 2.60497 0.83922
C -4.96167 1.50456 1.62103
C -6.29464 1.12033 1.78114
C -7.29905 1.85965 1.14770
C -6.97370 3.01659 0.46371
H -3.66203 2.92269 0.74126
H -4.14601 1.10089 2.20254
H -6.41640 0.27197 2.43830
H -8.31035 1.54073 1.35253
H -7.74479 3.56318 -0.05883
C 3.78591 -0.92173 3.63165
C 2.65634 -0.12916 3.92992
C 1.93729 -0.34561 5.06714
C 2.27952 -1.33116 6.01034
C 3.45675 -2.01576 5.73653
C 4.19081 -1.82373 4.60420
H 4.39270 -0.86363 2.74012
H 2.43657 0.61710 3.18078
H 1.03485 0.23984 5.16329
H 1.70845 -1.62130 6.87989
H 3.87698 -2.68420 6.47340
H 5.08237 -2.40974 4.43652
C 0.60881 1.62163 1.39414
C -0.74753 1.80141 1.10644
C -1.37406 1.10366 0.03867
C -0.57639 0.26086 -0.70486
C 0.75707 0.01575 -0.34290
C 1.37796 0.66726 0.72332
H 1.07901 2.21815 2.16192
H -1.28019 2.52769 1.70243
H -2.43603 1.07221 -0.15529
H -1.04558 -0.33230 -1.47583
H 1.23484 -0.71736 -0.97587
H 2.41658 0.43513 0.90714
C 3.33257 -2.35871 -4.89308
C 3.26870 -1.70443 -6.10138
C 3.51937 -2.36227 -7.28499
C 3.97587 -3.72337 -7.31498
C 4.06945 -4.34228 -6.04866
C 3.79140 -3.64383 -4.83776
H 2.89473 -1.96512 -3.98766
H 2.80928 -0.72704 -6.09583
H 3.43341 -1.83868 -8.22565
H 4.05320 -4.29482 -8.22815
H 4.56654 -5.30040 -6.01273
H 4.00407 -4.24983 -3.96946
C -2.58215 -5.59970 -1.89026
C -2.19598 -6.68062 -2.68722
C -1.98323 -7.94368 -2.20686
C -2.30726 -8.18215 -0.90842
C -2.80113 -7.16417 -0.05916
C -2.89027 -5.87723 -0.55975
H -2.66540 -4.66146 -2.41862
H -1.97926 -6.50952 -3.73133
H -1.60199 -8.77329 -2.78377
H -2.21170 -9.16183 -0.46400
H -3.11361 -7.35136 0.95756
H -3.30527 -5.08551 0.04635
C -3.16160 3.78138 4.32609
C -2.33125 4.64150 3.61828
C -0.98591 4.45990 3.71766
C -0.45012 3.39435 4.48997
C -1.22643 2.50137 5.18122
C -2.60975 2.75225 5.14389
H -4.23191 3.86008 4.20502
H -2.64976 5.54551 3.12058
H -0.36576 5.05477 3.06349
H 0.61958 3.24625 4.47556
H -0.80579 1.61951 5.64142
H -3.31108 2.09304 5.63377
C -2.78144 1.21534 -5.93279
C -2.28784 0.09416 -6.53542
C -1.05189 -0.44869 -6.16622
C -0.34447 0.13826 -5.10639
C -0.85794 1.28509 -4.47692
C -2.07027 1.81208 -4.86706
H -3.68776 1.70822 -6.25222
H -2.81917 -0.33767 -7.37065
H -0.53847 -1.18562 -6.76600
H 0.59578 -0.23630 -4.72953
H -0.28890 1.67369 -3.64531
H -2.47323 2.63766 -4.29922
*
```

The calculation puts the highest occupied orbital energy at -0.3275 Ha. As for the calculated total energy: -4069.52709 a.u. The value obtained for the frontier orbital gap is 9.25 eV.